Here is 21 unconnected molecules or ions with the total composition C126H105F21 in a non-equilibrium geometry from the Open Molecules 2025 dataset. Energies are from wB97M-V/def2-TZVPD.

- Molar mass: 2018.2 g mol⁻¹
- ΔE to the lowest compared entry with this formula, charge and spin: 61.69 kcal/mol
- HOMO-LUMO gap: 9.5 eV
- HOMO: -9.0 eV

```
! RIJCOSX wB97M-V def2-TZVPD def2/J DEFGRID3
* xyz 0 1
F 17.775 5.542 -2.438
C 18.681 5.808 -3.388
C 19.630 4.858 -3.648
C 20.483 4.939 -4.708
C 20.381 6.086 -5.526
C 19.411 7.060 -5.315
C 18.547 6.979 -4.229
H 19.639 3.967 -3.038
H 21.158 4.136 -4.965
H 21.026 6.158 -6.389
H 19.284 7.967 -5.889
H 17.816 7.768 -4.133
F 31.958 0.881 -3.559
C 30.878 0.804 -4.399
C 30.933 -0.080 -5.482
C 29.915 -0.153 -6.389
C 28.810 0.581 -6.190
C 28.780 1.600 -5.210
C 29.782 1.650 -4.207
H 31.843 -0.633 -5.663
H 30.013 -0.779 -7.263
H 27.989 0.487 -6.885
H 27.911 2.240 -5.155
H 29.676 2.364 -3.404
F 22.426 -0.993 -10.595
C 21.528 -1.424 -11.494
C 20.654 -0.492 -12.038
C 19.743 -0.869 -13.041
C 19.793 -2.249 -13.440
C 20.612 -3.202 -12.817
C 21.544 -2.755 -11.885
H 20.673 0.485 -11.576
H 19.074 -0.142 -13.477
H 19.066 -2.645 -14.134
H 20.597 -4.248 -13.084
H 22.191 -3.571 -11.599
F 18.771 0.718 -3.397
C 18.775 0.059 -2.326
C 19.564 -1.038 -2.243
C 19.594 -1.763 -1.016
C 18.871 -1.316 0.058
C 18.020 -0.209 -0.085
C 17.980 0.490 -1.261
H 20.153 -1.350 -3.092
H 20.124 -2.700 -0.929
H 18.966 -1.870 0.981
H 17.401 0.107 0.742
H 17.326 1.350 -1.269
F 23.126 2.346 -5.484
C 22.455 1.442 -6.261
C 22.173 1.803 -7.575
C 21.484 0.851 -8.292
C 21.041 -0.310 -7.770
C 21.306 -0.581 -6.459
C 22.003 0.287 -5.691
H 22.481 2.761 -7.967
H 21.184 1.129 -9.291
H 20.524 -1.016 -8.402
H 21.007 -1.524 -6.025
H 22.220 -0.003 -4.674
F 27.044 4.620 -5.183
C 26.264 4.789 -4.048
C 26.890 4.942 -2.826
C 26.173 5.082 -1.643
C 24.809 4.777 -1.727
C 24.135 4.738 -2.979
C 24.882 4.647 -4.128
H 27.938 5.161 -2.688
H 26.646 5.308 -0.699
H 24.100 4.797 -0.912
H 23.055 4.718 -2.987
H 24.375 4.370 -5.040
F 20.728 5.437 -15.881
C 20.822 4.887 -14.650
C 20.188 5.432 -13.505
C 20.449 4.822 -12.286
C 21.140 3.637 -12.219
C 21.543 3.013 -13.384
C 21.386 3.635 -14.618
H 19.512 6.274 -13.533
H 20.083 5.265 -11.371
H 21.136 3.090 -11.288
H 22.099 2.089 -13.325
H 21.857 3.121 -15.443
F 20.807 -3.873 -8.224
C 21.955 -4.196 -8.852
C 22.027 -5.364 -9.566
C 23.211 -5.678 -10.188
C 24.276 -4.773 -10.121
C 24.150 -3.563 -9.429
C 22.965 -3.218 -8.782
H 21.118 -5.946 -9.540
H 23.333 -6.573 -10.780
H 25.213 -4.951 -10.627
H 24.915 -2.801 -9.453
H 22.800 -2.223 -8.397
F 17.480 4.447 -8.735
C 17.641 3.329 -7.929
C 16.594 2.448 -7.790
C 16.745 1.315 -7.052
C 17.945 1.126 -6.334
C 18.998 2.073 -6.341
C 18.776 3.241 -7.126
H 15.650 2.651 -8.275
H 15.985 0.551 -7.141
H 18.171 0.199 -5.828
H 19.905 1.931 -5.773
H 19.474 4.060 -7.033
F 16.401 -6.735 -13.924
C 16.819 -6.421 -12.730
C 16.725 -7.302 -11.641
C 17.113 -6.873 -10.379
C 17.744 -5.630 -10.258
C 17.878 -4.756 -11.294
C 17.289 -5.132 -12.534
H 16.403 -8.318 -11.812
H 16.865 -7.567 -9.589
H 18.155 -5.314 -9.310
H 18.334 -3.782 -11.195
H 17.251 -4.479 -13.394
F 12.851 -3.453 -4.113
C 13.477 -2.223 -3.955
C 12.877 -1.301 -3.117
C 13.573 -0.088 -2.984
C 14.797 0.087 -3.684
C 15.346 -0.897 -4.537
C 14.651 -2.057 -4.709
H 11.955 -1.480 -2.583
H 13.342 0.728 -2.315
H 15.222 1.077 -3.614
H 16.295 -0.723 -5.023
H 15.084 -2.816 -5.344
F 27.098 10.222 -4.741
C 26.055 9.736 -5.390
C 26.100 8.395 -5.847
C 25.024 7.855 -6.619
C 23.848 8.642 -6.862
C 23.791 9.934 -6.337
C 24.934 10.511 -5.682
H 26.878 7.725 -5.511
H 25.012 6.802 -6.855
H 23.044 8.175 -7.411
H 23.039 10.638 -6.662
H 24.819 11.540 -5.377
F 17.573 2.135 -11.881
C 17.208 1.777 -13.114
C 15.993 1.078 -13.303
C 15.660 0.523 -14.518
C 16.501 0.638 -15.613
C 17.664 1.431 -15.537
C 18.054 1.920 -14.271
H 15.432 0.830 -12.414
H 14.753 -0.052 -14.629
H 16.133 0.277 -16.562
H 18.331 1.631 -16.362
H 18.982 2.472 -14.276
F 23.425 0.255 -0.380
C 24.470 0.087 -1.205
C 25.491 -0.782 -0.847
C 26.507 -1.034 -1.739
C 26.458 -0.448 -3.027
C 25.437 0.457 -3.375
C 24.421 0.654 -2.425
H 25.462 -1.136 0.174
H 27.315 -1.686 -1.441
H 27.237 -0.697 -3.732
H 25.381 1.045 -4.280
H 23.581 1.217 -2.805
F 21.377 3.882 -1.049
C 20.896 3.362 0.066
C 20.575 4.248 1.070
C 20.358 3.735 2.351
C 20.336 2.382 2.503
C 20.625 1.506 1.462
C 20.930 1.975 0.193
H 20.630 5.311 0.889
H 20.071 4.449 3.110
H 20.159 1.981 3.490
H 20.845 0.492 1.763
H 21.327 1.320 -0.568
F 26.417 -3.219 -5.598
C 26.378 -2.408 -6.624
C 25.534 -1.337 -6.530
C 25.457 -0.400 -7.565
C 26.175 -0.647 -8.680
C 27.010 -1.774 -8.822
C 27.161 -2.609 -7.782
H 24.897 -1.156 -5.676
H 24.821 0.468 -7.479
H 26.090 0.060 -9.492
H 27.477 -1.971 -9.775
H 27.787 -3.489 -7.822
F 21.889 -4.982 -1.429
C 22.274 -4.329 -2.579
C 23.390 -3.494 -2.597
C 23.844 -2.987 -3.839
C 23.118 -3.233 -4.984
C 22.016 -4.090 -4.998
C 21.614 -4.663 -3.805
H 23.936 -3.247 -1.699
H 24.742 -2.394 -3.756
H 23.457 -2.924 -5.962
H 21.421 -4.266 -5.882
H 20.896 -5.469 -3.776
F 15.864 -2.480 -12.624
C 15.571 -2.073 -11.367
C 16.613 -1.658 -10.565
C 16.344 -1.274 -9.267
C 15.066 -1.493 -8.738
C 14.053 -1.939 -9.533
C 14.287 -2.252 -10.862
H 17.577 -1.404 -10.981
H 17.104 -0.859 -8.621
H 15.011 -1.231 -7.692
H 13.081 -2.116 -9.096
H 13.511 -2.562 -11.546
F 19.175 -3.242 -5.786
C 18.154 -4.116 -5.789
C 17.962 -5.008 -4.725
C 16.936 -5.970 -4.788
C 16.242 -6.175 -5.982
C 16.366 -5.253 -7.011
C 17.349 -4.235 -6.923
H 18.504 -4.857 -3.803
H 16.689 -6.654 -3.989
H 15.474 -6.934 -5.987
H 15.809 -5.426 -7.920
H 17.490 -3.576 -7.766
F 23.533 2.604 -10.297
C 24.875 2.709 -9.951
C 25.183 3.151 -8.685
C 26.544 3.168 -8.294
C 27.509 2.688 -9.203
C 27.170 2.337 -10.433
C 25.843 2.298 -10.848
H 24.447 3.563 -8.010
H 26.923 3.545 -7.356
H 28.541 2.574 -8.905
H 27.941 2.099 -11.151
H 25.649 1.943 -11.849
F 22.556 4.897 -8.435
C 22.128 5.804 -9.344
C 20.878 6.440 -9.230
C 20.502 7.442 -10.109
C 21.379 7.878 -11.073
C 22.618 7.231 -11.200
C 22.995 6.258 -10.311
H 20.255 6.073 -8.428
H 19.538 7.904 -9.952
H 21.039 8.573 -11.827
H 23.290 7.502 -12.001
H 23.954 5.765 -10.385
*
```

Atom charges from the Löwdin analysis, given in e for atoms 1 to 5:
1 F 0.063
2 C -0.251
3 C -0.040
4 C -0.085
5 C -0.095